Below is 10 unconnected molecules or ions with the total composition C40H105N5O20 in a non-equilibrium geometry, with properties calculated with the ωB97M-V functional and the def2-TZVPD basis.

Output
LUMO level ... 0.0110 hartree
SMILES ... COCCNCCOC.COCCNCCOC.COCCNCCOC.COCCNCCOC.COCCNCCOC.OCCO.OCCO.OCCO.OCCO.OCCO

ORCA input file:
```
! RIJCOSX wB97M-V def2-TZVPD def2/J DEFGRID3
* xyz 0 1
O 11.059 1.471 -0.874
O 6.781 7.134 0.474
O -10.910 -5.611 -1.722
O 0.954 6.211 5.015
O 0.727 3.507 -2.489
O -3.277 -2.522 -5.138
O 0.107 3.933 -8.523
O 8.422 -0.318 4.732
O 0.077 8.903 4.142
O 5.736 9.095 -1.077
O 3.733 -4.588 -3.450
O -6.579 1.961 6.881
O 1.278 2.652 0.272
O 0.190 3.159 -11.393
O -4.816 -3.705 -0.179
O 11.975 2.503 3.445
O 4.539 -10.145 -4.754
O 8.661 1.606 -2.373
O -9.966 3.862 10.002
O -7.562 0.386 -2.474
N -6.989 2.919 9.499
N -9.124 -2.242 -2.046
N 9.052 2.649 3.298
N 3.495 -8.307 -2.836
N -2.758 -4.513 -2.573
C 4.238 -4.204 -4.816
C -5.426 2.296 7.704
C -3.981 -2.527 -3.807
C 4.186 -5.858 -2.886
C 4.993 7.834 -1.068
C 9.932 2.003 -3.016
C 8.647 -1.700 4.681
C 4.940 -11.481 -5.022
C -10.166 -3.203 -1.657
C 11.093 2.433 -1.937
C -4.000 -3.948 -3.133
C 13.225 3.223 3.185
C -3.861 -2.986 -6.323
C -3.590 -4.370 -0.272
C -7.601 3.919 10.483
C 8.032 0.324 3.506
C -2.587 -3.908 -1.281
C 3.146 -9.922 -4.854
C -9.820 -4.665 -1.956
C -10.857 -6.770 -2.597
C -5.709 -4.185 0.880
C 11.177 3.182 4.461
C 2.587 -9.181 -3.524
C 7.793 1.900 3.540
C 9.876 2.392 4.443
C 3.699 -7.085 -3.682
C -0.849 2.896 -10.509
C -9.596 -0.775 -2.119
C -0.372 2.732 -9.078
C 6.137 6.865 -0.778
C -0.199 8.322 5.381
C -6.139 1.857 5.471
C 1.393 2.278 -2.061
C -5.860 3.336 8.721
C -9.019 3.620 11.045
C -6.712 1.159 -3.262
C 0.887 1.773 -0.709
C -8.788 0.059 -3.117
C -0.321 6.819 5.224
C -11.311 4.223 10.360
H -4.243 -4.547 -4.011
H -2.801 -2.840 -1.325
H 2.791 -6.699 -4.146
H 6.928 6.911 -1.526
H -6.909 2.230 -3.206
H -1.090 2.251 -8.414
H -4.886 1.475 8.175
H -8.805 -4.889 -1.630
H -6.015 4.318 8.274
H 3.737 -5.998 -1.903
H 1.144 1.443 -2.716
H 7.086 -0.145 3.235
H 5.248 -5.824 -2.644
H 9.621 2.728 -3.767
H -5.385 1.140 5.147
H -9.048 2.597 11.420
H -5.053 3.689 9.364
H -5.749 1.107 -2.754
H -3.188 -4.365 0.741
H 4.274 7.620 -0.277
H -9.517 -4.695 -3.003
H -1.556 3.721 -10.416
H -5.740 2.809 5.120
H -3.847 -5.415 -0.447
H 6.511 9.067 -0.510
H -5.773 -5.267 0.773
H -10.483 -3.298 -0.619
H 10.909 4.210 4.219
H -0.183 1.645 -0.539
H -7.562 4.846 9.913
H 0.063 4.037 -11.761
H -6.760 0.896 -4.319
H 6.926 2.152 2.929
H 10.919 3.428 -1.529
H 2.348 -10.025 -2.877
H -11.064 -3.035 -2.252
H 9.529 2.827 5.380
H 8.614 -2.152 5.672
H 3.028 -9.333 -5.763
H 10.355 1.162 -3.566
H -3.421 -1.881 -3.130
H 4.176 -3.179 -5.182
H -9.177 4.323 11.863
H -4.638 -3.650 -5.946
H -1.069 8.705 5.916
H 11.455 1.830 -0.077
H -6.890 4.009 11.305
H 8.734 0.154 2.690
H 13.715 3.499 4.119
H -8.716 -0.308 -4.141
H 4.542 7.485 -1.997
H 4.517 -12.043 -5.855
H 0.462 2.034 -9.147
H 4.437 -8.668 -2.781
H 11.550 3.230 5.485
H 1.241 3.522 -0.132
H 7.758 -2.109 4.200
H -4.360 -2.252 -6.955
H 9.532 -2.124 4.207
H -4.953 -2.049 -3.929
H -2.009 -4.234 -3.190
H -9.312 -0.472 -1.111
H -1.632 -4.223 -0.861
H 7.419 2.251 4.502
H -0.640 6.334 6.146
H 4.421 -7.342 -4.457
H 1.673 -8.643 -3.776
H 13.988 2.647 2.661
H -11.543 -7.575 -2.334
H -11.372 5.115 10.984
H -9.360 0.977 -3.260
H 5.126 -12.148 -4.180
H 2.558 -10.821 -5.040
H 12.829 3.994 2.524
H 2.469 2.427 -1.971
H -11.760 4.475 9.400
H 5.290 -4.488 -4.801
H -8.289 -2.371 -1.493
H -11.177 -6.388 -3.566
H -1.238 1.944 -10.868
H -7.595 2.238 9.063
H 0.603 8.495 6.098
H -4.659 2.861 7.173
H 5.840 5.818 -0.716
H 0.968 3.518 -3.418
H -0.876 6.484 4.348
H 0.292 4.622 -9.166
H 9.008 1.138 -1.610
H 0.283 9.830 4.285
H 3.878 -4.766 -5.678
H 6.864 6.252 0.843
H -7.031 1.674 4.872
H 9.584 2.263 2.532
H 12.072 2.537 -2.406
H 0.968 5.588 4.285
H -4.856 -4.065 -2.470
H -5.289 -3.973 1.863
H -6.716 -3.775 0.966
H -9.819 -7.102 -2.576
H -3.199 -3.556 -6.975
H -11.860 3.354 10.723
H 5.949 -11.320 -5.402
H 10.119 1.332 4.525
H 1.385 0.832 -0.478
H -10.640 -0.730 -2.428
*
```

Results of the Löwdin charge analysis, in e, for atoms 1 through 4: atom 1 (O): -0.0855, atom 2 (O): -0.0793, atom 3 (O): -0.1998, atom 4 (O): -0.0843